(1)
106
Properties=species:S:1:pos:R:3 method="wB97M-V/def2-TZVPD" total_charge=0 molar_mass_g_mol=882.854 lumo_energy_ev="-0.6 / -1.7" s2=0.77 energy_ha=-3892.2623 relative_energy_kj_mol=122.0 homo_ha="-0.2699 / -0.2848" spin_multiplicity=2
Ti 0.230 0.406 0.432
C 3.620 0.850 4.915
C 2.329 1.207 5.264
C 1.270 0.923 4.425
C 1.478 0.243 3.217
C 2.785 -0.133 2.886
C 3.839 0.181 3.722
N 0.423 0.005 2.339
C -0.831 -0.208 2.851
C -1.156 -0.991 3.964
C -2.480 -1.210 4.293
C -3.511 -0.617 3.567
C -3.230 0.215 2.503
C -1.894 0.428 2.138
N -1.420 1.187 1.122
N -2.201 1.993 0.422
C -1.574 2.441 -0.672
C -2.051 3.567 -1.379
C -1.338 4.028 -2.451
C -0.186 3.337 -2.849
C 0.210 2.230 -2.134
N -0.443 1.779 -1.063
H 4.447 1.098 5.561
H 2.148 1.722 6.195
H 0.272 1.252 4.683
H 2.955 -0.657 1.956
H 4.843 -0.104 3.441
H -0.366 -1.452 4.540
H -2.723 -1.856 5.123
H -4.535 -0.796 3.856
H -4.009 0.733 1.962
H -2.943 4.054 -1.024
H -1.647 4.920 -2.974
H 0.384 3.662 -3.702
H 1.094 1.675 -2.427
C 7.019 -4.960 -1.639
C 5.621 -4.964 -1.001
C 4.839 -6.185 -1.504
C 5.789 -5.083 0.517
C 4.931 -3.672 -1.411
C 4.765 -3.404 -2.777
C 4.296 -2.196 -3.244
C 3.954 -1.222 -2.322
S 3.449 0.415 -2.573
C 3.275 0.579 -0.815
N 3.585 -0.470 -0.145
C 4.008 -1.497 -0.942
C 4.522 -2.716 -0.497
C 2.812 1.846 -0.242
C 3.531 3.007 -0.524
C 3.136 4.216 0.016
C 2.019 4.270 0.833
C 1.281 3.122 1.072
C 1.644 1.882 0.538
H 7.575 -5.844 -1.339
H 7.574 -4.081 -1.321
H 6.956 -4.952 -2.723
H 5.371 -7.097 -1.243
H 4.718 -6.164 -2.583
H 3.850 -6.230 -1.055
H 6.262 -6.032 0.759
H 4.830 -5.050 1.029
H 6.425 -4.287 0.897
H 5.041 -4.158 -3.498
H 4.197 -2.009 -4.300
H 4.611 -2.864 0.566
H 4.389 2.954 -1.180
H 3.688 5.116 -0.207
H 1.706 5.213 1.258
H 0.384 3.201 1.684
O -1.275 -2.350 -4.538
C -2.323 -2.505 -3.750
O -3.284 -3.162 -4.065
C -2.288 -1.832 -2.417
C -3.379 -1.722 -1.567
N -2.952 -1.117 -0.449
N -1.658 -0.829 -0.505
C -1.228 -1.231 -1.692
C 0.230 -1.040 -1.971
O 0.685 -1.282 -3.087
O 0.891 -0.631 -0.967
H -0.488 -1.907 -4.108
H -4.392 -2.037 -1.714
H -3.470 -0.871 0.387
C 1.107 -2.975 1.385
N -0.028 -2.946 0.455
C -1.166 -3.595 1.110
N -0.869 -4.962 1.513
C 0.281 -4.939 2.413
N 1.451 -4.331 1.790
C 1.779 -5.092 0.590
N 0.664 -5.129 -0.348
C 0.337 -3.761 -0.711
C -0.491 -5.715 0.320
H 0.846 -2.403 2.280
H 1.970 -2.520 0.889
H -2.011 -3.620 0.414
H -1.443 -3.014 1.996
H 0.524 -5.967 2.697
H 0.015 -4.371 3.308
H 2.031 -6.115 0.879
H 2.634 -4.619 0.098
H -0.503 -3.782 -1.413
H 1.204 -3.312 -1.203
H -0.251 -6.742 0.606
H -1.333 -5.722 -0.379


(2)
102
Properties=species:S:1:pos:R:3 method="wB97M-V/def2-TZVPD" total_charge=+1 molar_mass_g_mol=994.869 lumo_energy_ev=-3.7 energy_ha=-3457.6902 relative_energy_kj_mol=3.2 homo_ha=-0.3633 spin_multiplicity=1
Au -0.297 0.407 -0.243
N 4.450 0.213 -7.133
C 4.033 -0.074 -5.865
C 3.849 0.952 -4.925
C 3.401 0.658 -3.655
C 3.108 -0.655 -3.314
C 3.310 -1.688 -4.220
C 3.776 -1.401 -5.484
S 2.551 -1.008 -1.677
O 2.800 -2.390 -1.368
O 3.083 0.007 -0.809
N 0.910 -0.757 -1.603
C 0.013 -1.436 -2.354
N -1.266 -1.279 -1.955
C -2.217 -1.875 -2.651
C -1.942 -2.676 -3.748
C -0.598 -2.790 -4.076
N 0.367 -2.185 -3.404
H 4.765 1.137 -7.360
H 4.704 -0.532 -7.753
H 4.075 1.975 -5.201
H 3.299 1.438 -2.911
H 3.104 -2.700 -3.905
H 3.953 -2.198 -6.196
H -3.236 -1.718 -2.308
H -2.719 -3.178 -4.304
H -0.273 -3.384 -4.926
C -1.006 1.408 3.096
N -0.474 0.086 3.381
C -1.179 -1.028 2.777
P -0.210 -1.443 1.258
C 1.466 -1.768 1.819
C 1.872 -3.055 2.171
C 3.191 -3.281 2.521
C 4.103 -2.235 2.518
C 3.698 -0.953 2.182
C 2.381 -0.717 1.829
C -0.863 -2.980 0.603
C -2.159 -3.407 0.888
C -2.656 -4.546 0.275
C -1.878 -5.240 -0.641
C -0.593 -4.803 -0.940
C -0.079 -3.677 -0.323
C -0.131 -0.049 4.771
C 1.120 0.388 5.188
C 1.468 0.314 6.528
C 0.572 -0.197 7.455
C -0.676 -0.636 7.039
C -1.033 -0.557 5.701
P -1.398 1.747 1.320
C -1.097 3.509 1.141
C -2.047 4.355 0.577
C -1.719 5.679 0.331
C -0.448 6.150 0.622
C 0.509 5.299 1.161
C 0.191 3.978 1.414
C -3.177 1.461 1.158
C -4.077 2.038 2.056
C -5.432 1.786 1.925
C -5.894 0.966 0.903
C -5.004 0.405 0.001
C -3.644 0.650 0.124
H -0.272 2.149 3.411
H -1.935 1.612 3.651
H -2.220 -0.799 2.516
H -1.161 -1.899 3.431
H 1.164 -3.874 2.170
H 3.515 -4.281 2.780
H 5.139 -2.423 2.767
H 4.415 -0.144 2.150
H 2.065 0.272 1.525
H -2.777 -2.865 1.594
H -3.653 -4.893 0.510
H -2.273 -6.126 -1.121
H 0.010 -5.341 -1.660
H 0.927 -3.339 -0.549
H 1.818 0.765 4.451
H 2.445 0.652 6.848
H 0.845 -0.253 8.500
H -1.381 -1.030 7.760
H -2.017 -0.885 5.385
H -3.034 3.983 0.338
H -2.454 6.343 -0.104
H -0.195 7.182 0.420
H 1.505 5.667 1.366
H 0.942 3.306 1.817
H -3.727 2.694 2.843
H -6.131 2.233 2.620
H -6.954 0.772 0.809
H -5.373 -0.218 -0.803
H -2.939 0.230 -0.585
C -0.286 2.028 -4.153
C 0.277 2.067 -2.735
C 0.871 3.447 -2.412
O -0.713 1.715 -1.818
H 0.519 2.189 -4.871
H -1.048 2.799 -4.290
H -0.738 1.054 -4.351
H 1.106 1.355 -2.706
H 0.075 4.195 -2.445
H 1.646 3.711 -3.134
H 1.301 3.436 -1.408


(3)
109
Properties=species:S:1:pos:R:3 method="wB97M-V/def2-TZVPD" total_charge=-2 molar_mass_g_mol=949.262 lumo_energy_ev="3.7 / 3.7" s2=2.04 energy_ha=-4620.2655 relative_energy_kj_mol=0.0 homo_ha="0.0018 / -0.0630" spin_multiplicity=3
Ti 0.014 -0.547 -0.212
C 1.251 -1.505 2.420
C 0.648 -0.967 3.706
C 1.797 -0.379 4.566
C -0.453 0.050 3.635
C -1.081 0.336 4.866
C -2.053 1.313 5.001
C -2.468 2.021 3.873
C -1.917 1.751 2.618
C -2.496 2.450 1.424
C -4.026 2.299 1.418
C -2.152 3.945 1.384
C -0.895 0.790 2.528
N -0.277 0.750 1.243
C 0.391 1.861 0.880
C 0.429 2.444 -0.401
C 1.120 3.694 -0.516
C 1.051 4.430 -1.688
C 0.291 3.937 -2.769
C -0.327 2.706 -2.710
C -0.221 1.915 -1.561
N -0.738 0.624 -1.526
C -1.273 0.055 -2.720
C -0.408 -0.284 -3.788
C -0.980 -0.767 -4.974
C -2.357 -0.892 -5.113
C -3.190 -0.533 -4.060
C -2.665 -0.030 -2.856
C -3.599 0.470 -1.792
C -4.156 1.823 -2.237
C -4.729 -0.521 -1.485
C 1.081 -0.196 -3.697
C 1.717 -1.599 -3.846
C 1.683 0.753 -4.739
H 1.912 -2.342 2.687
H 1.883 -0.764 1.911
H 0.487 -1.952 1.766
H 0.235 -1.790 4.315
H 2.374 0.354 3.987
H 1.437 0.114 5.478
H 2.501 -1.168 4.855
H -0.726 -0.255 5.706
H -2.469 1.529 5.980
H -3.230 2.796 3.965
H -2.145 1.994 0.491
H -4.504 2.839 2.238
H -4.348 1.256 1.502
H -4.465 2.687 0.492
H -2.526 4.471 2.259
H -2.592 4.431 0.492
H -1.073 4.138 1.362
H 0.902 2.475 1.628
H 1.678 4.054 0.354
H 1.574 5.386 -1.788
H 0.173 4.533 -3.673
H -0.902 2.330 -3.554
H -0.315 -1.062 -5.792
H -2.781 -1.238 -6.048
H -4.272 -0.607 -4.154
H -3.095 0.599 -0.824
H -4.617 1.762 -3.231
H -3.395 2.610 -2.296
H -4.942 2.155 -1.555
H -5.456 -0.606 -2.301
H -5.286 -0.223 -0.593
H -4.346 -1.530 -1.278
H 1.429 0.222 -2.743
H 1.581 -1.972 -4.868
H 1.289 -2.346 -3.172
H 2.793 -1.562 -3.649
H 1.546 0.381 -5.767
H 2.758 0.860 -4.560
H 1.272 1.765 -4.714
C -3.156 -1.554 2.755
C -2.446 -2.457 1.860
N -1.616 -2.118 0.829
C -1.238 -3.352 0.269
C -1.808 -4.363 0.946
N -2.557 -3.789 1.943
C -1.769 -5.879 0.807
O -1.017 -6.345 -0.169
O -2.402 -6.556 1.588
C -0.341 -3.324 -0.876
O 0.024 -4.300 -1.511
O 0.045 -2.128 -1.238
H -3.042 -0.536 2.390
H -2.777 -1.647 3.777
H -4.226 -1.806 2.803
H -3.111 -4.325 2.609
H -0.575 -5.634 -0.736
F 9.134 -0.853 0.582
C 7.925 -0.374 0.867
C 7.556 0.911 0.480
F 8.416 1.686 -0.187
C 6.282 1.392 0.821
F 5.995 2.663 0.458
C 5.323 0.636 1.550
S 3.828 1.262 1.993
C 5.771 -0.655 1.913
F 4.943 -1.450 2.638
C 7.026 -1.162 1.579
F 7.375 -2.402 1.969
Cl 4.940 -2.452 -1.201
C 3.429 -1.996 -0.431
C 3.023 -0.649 -0.885
O 3.607 0.121 -1.624
O 1.784 -0.275 -0.328
H 3.617 -2.044 0.645
H 2.686 -2.771 -0.664


(4)
106
Properties=species:S:1:pos:R:3 method="wB97M-V/def2-TZVPD" total_charge=+2 molar_mass_g_mol=951.138 lumo_energy_ev=-7.7 energy_ha=-3574.0069 relative_energy_kj_mol=38.0 homo_ha=-0.4562 spin_multiplicity=1
Sn -0.221 -0.563 -1.106
C 0.630 0.865 -4.391
O -0.613 0.836 -3.642
C -1.755 0.831 -4.281
C -1.905 0.866 -5.670
C -3.156 1.068 -6.202
C -4.311 1.274 -5.402
C -4.204 1.214 -4.054
C -2.935 0.922 -3.455
N -2.784 0.659 -2.163
N -3.775 0.825 -1.374
C -3.789 1.428 -0.248
C -2.517 2.201 0.159
O -1.546 2.092 -0.565
C -2.559 2.907 1.427
C -3.646 2.824 2.205
C -4.839 2.042 1.875
C -5.911 2.004 2.754
C -7.064 1.303 2.425
C -7.156 0.640 1.210
C -6.087 0.659 0.327
C -4.926 1.348 0.658
H 0.576 1.615 -5.175
H 1.389 1.150 -3.669
H 0.838 -0.127 -4.787
H -1.055 0.733 -6.321
H -3.260 1.075 -7.280
H -5.269 1.444 -5.871
H -5.071 1.296 -3.412
H -1.704 3.514 1.694
H -3.664 3.370 3.142
H -5.845 2.531 3.698
H -7.897 1.283 3.115
H -8.066 0.120 0.944
H -6.151 0.144 -0.623
C -2.391 -8.382 -4.089
C -1.916 -6.979 -3.835
C -0.669 -6.559 -4.293
C -0.205 -5.281 -4.035
C -1.011 -4.413 -3.306
C -2.273 -4.792 -2.860
C -2.715 -6.073 -3.136
S -0.392 -2.840 -2.909
O -1.541 -1.912 -2.838
O 0.645 -2.488 -3.848
N 0.122 -2.713 -1.392
C 1.452 -2.967 -1.003
C 2.196 -4.095 -1.307
C 3.469 -4.183 -0.776
C 3.955 -3.154 0.024
C 3.153 -2.051 0.230
N 1.926 -1.945 -0.293
H -1.557 -9.081 -4.098
H -2.888 -8.447 -5.059
H -3.102 -8.699 -3.329
H -0.050 -7.246 -4.857
H 0.758 -4.951 -4.399
H -2.889 -4.092 -2.314
H -3.696 -6.382 -2.796
H 1.774 -4.885 -1.913
H 4.085 -5.047 -0.987
H 4.938 -3.205 0.468
H 3.496 -1.214 0.826
C 4.321 1.784 4.776
C 3.036 1.064 4.341
C 3.358 0.327 3.035
C 2.707 0.028 5.426
C 1.842 2.074 4.186
O 1.717 2.905 5.334
C 1.893 2.939 2.908
C 2.842 4.158 2.910
C 3.696 4.220 1.664
C 3.106 4.164 0.402
C 3.871 4.195 -0.751
C 5.251 4.284 -0.649
Cl 6.212 4.308 -2.093
C 5.862 4.356 0.588
C 5.079 4.325 1.736
C 0.468 1.375 4.252
N 0.158 0.425 3.180
C 0.043 0.620 1.874
N -0.352 -0.505 1.290
C -0.473 -1.382 2.328
N -0.182 -0.851 3.486
H 5.131 1.054 4.824
H 4.238 2.217 5.776
H 4.633 2.552 4.071
H 4.064 -0.477 3.254
H 3.832 0.983 2.300
H 2.476 -0.129 2.581
H 3.612 -0.521 5.688
H 1.968 -0.703 5.094
H 2.343 0.511 6.334
H 2.559 3.332 5.518
H 0.876 3.306 2.736
H 2.156 2.302 2.063
H 3.491 4.164 3.782
H 2.246 5.070 2.978
H 2.025 4.109 0.314
H 3.407 4.164 -1.728
H 6.938 4.439 0.655
H 5.564 4.388 2.704
H -0.297 2.152 4.259
H 0.380 0.823 5.180
H 0.264 1.543 1.364
H -0.783 -2.407 2.212